Here is a molecular structure, C43H82ClN3O5Si2 in a non-equilibrium geometry from OMol25. Energies are from ωB97M-V/def2-TZVPD.

```
136
Properties=species:S:1:pos:R:3:forces:R:3:mulliken_spin:R:1
Si -6.13281 5.54146 5.61042 -0.371 -0.936 -1.036 0.00
H -2.98265 8.53463 7.86883 -0.454 0.274 -1.736 0.00
H 3.34122 -14.13474 -3.21219 0.102 0.260 0.078 0.00
H -4.10581 4.13553 6.00307 -0.413 1.569 -0.803 0.00
C -3.53163 6.20900 6.59468 0.663 -0.722 -0.563 0.00
H 4.44047 -7.06513 -1.77571 -0.094 0.224 -0.052 0.00
H -2.71730 5.59661 7.14168 -1.326 1.148 -0.694 0.00
H -5.04894 9.85104 2.35045 -1.332 -0.325 -0.896 0.00
C -5.76332 9.91495 0.17674 0.648 -0.470 0.610 0.00
C 3.82074 -11.77822 -3.61177 -0.050 0.757 0.292 -0.01
H 5.43222 -12.33730 0.72601 -0.076 -0.037 -0.045 0.00
H -3.83131 3.36406 -1.04117 1.302 0.831 -0.389 0.00
C -4.33989 7.28904 -2.42708 -0.634 0.381 0.566 0.00
C -2.83144 7.48002 5.90580 0.425 0.170 1.371 0.00
H -4.76612 9.56230 -2.41730 0.662 -1.088 0.998 0.00
H 2.30303 -5.34233 -4.36782 0.115 0.017 0.047 -0.01
H 0.45843 -12.81713 -0.47276 0.113 0.053 -0.006 -0.01
H 5.44648 -12.96340 -1.69125 -0.218 0.025 -0.175 0.00
O -6.82506 6.03044 4.09645 2.316 1.561 0.631 0.00
C 3.46257 -12.19699 -2.16251 0.347 -1.603 -1.228 0.03
H -7.79018 8.73614 2.72182 1.427 -0.760 -0.727 0.00
H -0.93532 0.00182 -2.05781 0.936 0.675 1.211 0.00
H 0.07925 9.90239 0.42246 -1.085 -1.475 0.739 0.00
H -1.70915 5.45215 -2.21998 -1.680 -0.517 -0.525 0.00
H -6.46102 6.46469 6.72485 0.088 0.272 -0.311 0.00
C -4.24932 5.19776 5.56356 0.617 -0.333 0.720 0.00
H 0.96134 -10.55326 1.48848 0.157 -0.254 -0.172 0.00
H -0.94454 10.97377 4.95164 -0.992 -1.418 0.115 0.00
H 2.66441 -0.21756 2.45824 -1.162 -0.290 -1.817 0.00
H -6.65087 10.69083 2.05932 0.816 -1.686 -0.134 0.00
C -6.03963 9.75008 1.77510 -0.332 0.979 -0.923 0.00
H 1.00434 -12.80025 1.20159 0.097 0.235 -0.111 0.00
C -0.20903 0.66841 -1.48458 1.081 1.446 -0.563 0.00
H 0.29893 -10.29211 -0.12613 0.131 -0.022 -0.013 0.00
H -0.95405 9.13862 4.85588 -1.309 1.105 0.156 0.00
O -1.50459 11.44692 2.12891 -1.475 -3.979 2.482 0.00
C 3.45422 -11.48946 0.71867 0.343 0.080 -0.279 0.02
H 5.27259 -11.24333 -1.41425 -0.204 0.025 -0.092 0.00
H -3.78634 5.16763 4.52163 -0.535 0.227 1.423 0.00
H 3.95735 -1.49577 -4.50261 0.174 -0.132 0.200 0.00
H -4.35527 9.01490 6.75767 1.630 -0.556 -0.301 0.00
H 2.87449 -2.85729 -4.34320 0.126 -0.055 0.021 -0.01
C -3.71962 6.14899 -1.46759 -0.024 -0.143 -0.260 0.00
C 3.32510 -5.59692 -4.66164 0.057 0.221 -0.325 0.02
C -1.64268 10.05047 4.98376 1.108 1.361 1.161 0.00
C 4.49690 -12.45822 0.17021 -0.014 -0.016 -0.002 -0.02
H 5.75624 -6.70936 -4.58891 -0.260 0.029 0.125 0.00
C 1.89168 -1.74581 0.71197 -1.737 2.897 -1.193 0.00
H 1.70456 -9.37002 0.43419 0.002 -0.159 -0.200 0.00
C 4.76928 -3.12130 -3.24984 -0.340 1.832 -0.871 0.02
C 2.15058 -11.47182 -0.10737 -1.403 -0.711 1.450 0.03
H 6.87374 -3.51490 -2.84792 -0.215 0.001 0.076 0.00
H -0.13455 2.78728 -0.67857 -1.162 -1.132 -0.056 0.00
H -2.69134 1.65187 -2.22001 1.043 1.372 0.222 0.00
C 6.34157 -4.64119 -4.59080 -0.004 0.002 -0.003 -0.02
H -7.27246 7.87606 1.19321 0.832 0.755 1.490 0.00
C 4.78241 -1.93503 -2.25179 0.170 -0.555 0.540 -0.01
H 0.54025 1.08579 -2.26413 -1.273 -0.743 0.966 0.00
H 4.28895 -10.79112 -3.66143 -0.229 -0.045 0.131 0.00
H 4.28985 -2.94246 -5.40897 -0.109 -0.102 0.074 0.00
H 6.60118 -2.53093 -4.27025 -0.248 0.065 0.116 0.00
H 4.17842 -13.49184 0.33566 -0.016 0.019 -0.035 0.00
H -6.80509 4.27018 5.97607 -0.076 0.104 -0.178 0.00
H 1.92289 -13.67795 0.01908 -0.021 0.063 -0.105 0.00
H -1.63294 10.33605 7.22987 -0.957 -0.506 -1.569 0.00
C 4.27026 -5.60889 -3.43759 -1.061 -1.440 -1.140 0.03
H 1.14210 1.70294 0.91452 -0.160 -1.916 -0.902 0.00
H -5.15711 10.87940 -0.01489 -0.913 -1.468 0.410 0.00
H 7.39962 -4.83942 -4.79059 -0.086 0.026 -0.014 0.00
C 1.23601 0.59804 0.64536 1.787 -3.311 1.623 0.00
C -1.75860 10.35210 2.69079 1.605 1.737 -2.145 0.00
C 0.96971 -1.48245 -0.51120 2.257 1.379 3.597 0.00
N 4.12024 -4.33725 -2.66798 3.167 -0.818 2.708 0.30
C -2.39455 10.10448 6.39128 -0.477 0.090 -0.079 0.00
O 4.65485 -4.53997 -1.43342 -1.524 0.467 -1.929 0.63
H -5.01012 8.00578 4.13603 0.105 -0.141 0.305 0.00
H -3.16483 4.78917 -3.26771 0.498 0.570 1.331 0.00
H 3.77334 -1.70188 -1.90305 0.033 -0.072 0.010 0.00
H 4.54174 -12.47690 -4.04723 -0.170 -0.102 0.289 0.00
C 3.92926 -2.58727 -4.44138 -0.159 -0.130 -0.327 0.01
C 1.22936 -10.35413 0.44635 0.311 0.410 -0.516 0.00
H -3.12440 10.99880 6.40792 1.259 -1.301 -0.286 0.00
H 2.38054 -2.73945 1.00306 -1.004 1.680 -0.708 0.00
H 3.21158 -14.29495 -1.48538 -0.136 0.092 0.018 0.00
C -2.78107 3.74793 -1.28491 0.294 -0.407 -0.744 0.00
H -4.58705 5.57647 -0.97875 1.253 0.855 -0.704 0.00
H -3.87589 7.24640 -3.46855 -0.533 0.152 1.395 0.00
H -4.31113 6.53287 7.36105 1.198 -0.286 -0.888 0.00
H -1.43815 1.66781 0.12083 0.597 0.718 -1.441 0.00
H -3.01152 7.58037 4.78513 -0.024 -0.112 1.555 0.00
H -1.45754 2.87171 -2.93336 -0.587 -0.644 1.474 0.00
H -1.69324 7.34628 6.04774 -1.692 0.196 -0.364 0.00
H 1.84794 -13.67185 -2.43301 0.102 0.064 0.071 -0.01
H -0.07822 7.93928 0.46847 -0.294 1.776 0.933 0.00
H -3.14269 8.97975 -1.62438 -1.712 0.149 -0.355 0.00
H 5.41216 -2.12662 -1.37858 -0.208 -0.171 -0.075 0.00
C -1.97513 2.51698 -1.97112 -0.060 0.232 1.415 0.00
H -6.75065 10.01673 -0.41492 1.486 -0.301 0.995 0.00
H 2.93370 -11.77028 -4.24963 0.001 0.005 0.087 0.00
H 6.34821 -6.12688 -3.04815 -0.204 0.073 0.087 0.00
N 0.62751 -0.07333 -0.48777 1.252 -0.862 2.309 0.00
H 3.63485 -4.91093 -5.44864 -0.037 0.064 0.100 0.00
C -4.91108 8.63547 -0.28678 -0.735 0.830 -0.415 0.00
C -0.92593 1.98200 -0.85667 0.029 -1.222 -1.464 0.00
O 2.75205 -10.03176 -1.80118 -1.144 -2.197 0.019 0.61
O -2.57019 10.22485 3.85705 1.938 -0.253 -1.083 0.00
Si -5.85444 7.19036 3.26452 -1.532 -1.137 -1.488 0.00
H 3.79587 -7.74207 -3.25468 0.015 0.279 -0.120 0.00
C 6.21692 -3.39512 -3.71778 0.051 -0.395 0.102 0.02
H -3.11200 6.58531 -0.58548 -0.908 -0.525 -1.500 0.00
H -2.27421 3.98024 -0.27903 -0.787 -0.128 -1.486 0.00
H -4.12144 8.44937 0.52575 -1.027 0.199 -1.388 0.00
Cl -4.57300 6.03680 1.95919 -0.604 0.627 0.980 0.00
C -4.26898 8.77188 -1.75975 0.885 -1.656 0.576 0.00
C -3.22872 8.78035 6.76472 0.394 0.075 0.370 0.00
C -1.13934 9.00562 2.09586 1.021 0.164 -1.578 0.00
C 4.75383 -12.20409 -1.31265 -0.076 0.273 0.278 0.02
H 0.59974 -2.19060 -1.31830 0.571 1.268 1.303 0.00
H 2.77511 -6.70329 -2.25962 0.117 0.033 -0.022 0.00
H 3.89393 -10.48531 0.74414 -0.171 0.005 -0.157 0.00
H -1.34240 8.03659 2.65483 -0.077 1.387 -0.923 0.00
H -5.46368 7.05624 -2.51781 1.623 0.269 -0.177 0.00
C 2.93504 -13.64866 -2.32081 -0.180 -0.267 0.206 0.01
C -2.79941 5.07402 -2.22658 -0.010 -0.575 1.963 0.00
C 5.72062 -5.85438 -3.90502 0.249 0.342 0.154 0.02
H 5.87512 -4.47736 -5.56692 -0.024 0.015 0.033 0.00
H -5.62669 7.74244 -0.29936 1.084 1.124 0.127 0.00
C 3.79509 -6.84405 -2.62950 0.243 0.391 0.519 -0.01
N 2.39892 -11.32529 -1.57317 2.514 3.405 0.384 0.30
C 2.05977 -0.41485 1.50592 -2.939 -0.281 -4.972 0.00
C -0.34636 8.96224 0.91912 -1.284 0.108 2.268 0.00
H 3.28989 -6.58297 -5.13514 0.103 0.029 0.262 0.00
C -6.85077 8.38800 2.14022 -1.013 0.875 -0.071 0.00
H 3.23655 -11.74984 1.76013 -0.238 0.045 -0.156 0.00
C 1.34678 -12.76523 0.16275 0.136 -0.360 -0.036 0.01
H 5.19094 -1.03653 -2.72495 -0.091 -0.262 -0.229 0.00
```
Forces are in eV/Å.

DFT total energy	-3266.95131	hartree
<S²>	2.009
spin multiplicity	3
relative energy (zero: lowest compared OMol25 entry of this formula, charge and spin)	758.5	kJ/mol
lowest unoccupied orbital energy	-0.152	eV
orbital gap	7.4	eV